# 1
{"formula": "C20H26FN5O2", "method": "the ωB97M-V functional and the def2-TZVPD basis", "symbols": ["O", "C", "C", "C", "N", "C", "C", "C", "N", "C", "C", "N", "C", "C", "C", "C", "C", "C", "C", "C", "F", "N", "O", "C", "C", "C", "C", "N", "H", "H", "H", "H", "H", "H", "H", "H", "H", "H", "H", "H", "H", "H", "H", "H", "H", "H", "H", "H", "H", "H", "H", "H", "H", "H"], "xyz": [[2.758, 3.327, -2.501], [2.192, 2.282, -2.747], [1.250, 1.604, -1.774], [1.801, 0.260, -1.246], [1.679, -0.883, -2.116], [0.500, -1.721, -2.021], [-0.859, -1.006, -2.115], [-2.004, -2.019, -1.974], [-1.938, -2.839, -0.783], [-2.512, -2.268, 0.415], [-1.989, -0.933, 0.838], [-0.881, -0.648, 1.454], [-0.910, 0.713, 1.546], [0.154, 1.502, 2.215], [-0.280, 1.833, 3.622], [-1.437, 2.567, 3.854], [-1.841, 2.869, 5.141], [-1.093, 2.441, 6.226], [0.062, 1.708, 6.020], [0.449, 1.414, 4.725], [1.582, 0.699, 4.541], [-1.984, 1.229, 1.017], [-2.701, 0.166, 0.556], [-0.653, -3.495, -0.659], [0.544, -2.542, -0.723], [2.343, -0.760, -3.384], [1.834, 0.368, -4.309], [2.362, 1.660, -3.936], [1.122, 2.285, -0.931], [0.281, 1.463, -2.253], [1.295, 0.023, -0.310], [2.865, 0.398, -1.018], [0.557, -2.430, -2.858], [-0.930, -0.252, -1.333], [-0.962, -0.503, -3.079], [-2.966, -1.499, -1.987], [-1.976, -2.702, -2.830], [-3.588, -2.151, 0.246], [-2.352, -2.973, 1.234], [0.313, 2.428, 1.659], [1.073, 0.915, 2.232], [-2.019, 2.891, 3.004], [-2.743, 3.441, 5.300], [-1.406, 2.676, 7.231], [0.666, 1.361, 6.844], [-0.637, -4.056, 0.277], [-0.588, -4.211, -1.487], [0.519, -1.887, 0.147], [1.472, -3.111, -0.691], [2.255, -1.713, -3.910], [3.407, -0.577, -3.190], [2.150, 0.164, -5.333], [0.739, 0.393, -4.291], [3.027, 2.099, -4.556]], "forces_ev_per_a": [[0.17, 0.30, 0.23], [-0.27, 0.05, 0.14], [0.14, -0.01, 0.14], [-0.06, 0.00, -0.03], [0.17, -0.05, -0.13], [-0.09, -0.04, 0.36], [0.04, -0.31, -0.12], [-0.05, 0.15, -0.09], [-0.13, -0.03, 0.07], [-0.24, -0.11, -0.22], [0.41, 0.33, 0.44], [-0.18, -0.54, 0.05], [-0.46, -0.23, -0.51], [-0.05, 0.17, 0.10], [0.29, -0.07, 0.21], [0.08, 0.00, 0.14], [-0.11, 0.07, -0.03], [0.03, -0.03, -0.03], [0.12, -0.09, -0.07], [-0.19, 0.16, 0.01], [-0.08, 0.04, -0.03], [0.47, 1.05, 0.15], [-0.18, -0.78, -0.15], [0.22, 0.03, 0.14], [-0.17, -0.14, -0.28], [-0.15, 0.05, -0.21], [0.03, -0.34, 0.29], [0.24, 0.02, -0.58], [0.01, 0.06, -0.11], [-0.08, -0.03, 0.04], [0.03, 0.03, 0.06], [-0.05, 0.04, 0.10], [0.01, 0.02, 0.02], [0.01, 0.15, 0.03], [0.00, 0.09, 0.00], [-0.01, -0.05, -0.08], [-0.05, 0.08, -0.06], [0.07, -0.04, 0.14], [-0.08, 0.11, -0.01], [0.09, -0.06, 0.01], [-0.07, 0.09, -0.10], [-0.08, 0.04, -0.06], [-0.08, 0.05, 0.01], [-0.02, 0.02, 0.09], [0.07, -0.05, 0.07], [-0.01, -0.09, -0.04], [0.07, -0.06, 0.06], [0.10, -0.03, -0.05], [0.07, -0.02, -0.03], [0.03, -0.02, 0.01], [0.01, -0.01, -0.15], [-0.03, 0.06, 0.03], [0.06, -0.08, -0.11], [-0.07, 0.05, 0.12]], "smiles": "O=C1CCN(C2CCN(Cc3nc(Cc4ccccc4F)no3)CC2)CCN1", "multiplicity": 1, "orbital_gap_ha": 0.32679, "e_homo_ev": -8.19, "charge": 0}

=====

# 2
{"formula": "C20H26GaI2LuO5S", "method": "the ωB97M-V functional and the def2-TZVPD basis", "symbols": ["I", "I", "Ga", "Lu", "S", "C", "C", "C", "C", "C", "C", "C", "C", "O", "O", "O", "O", "H", "H", "H", "H", "H", "H", "H", "H", "H", "C", "C", "C", "C", "C", "C", "C", "C", "C", "C", "C", "C", "O", "H", "H", "H", "H", "H", "H", "H", "H", "H", "H", "H", "H", "H", "H", "H", "H", "H"], "xyz": [[-1.128, -1.091, -3.962], [0.356, -3.790, -0.041], [2.230, -1.420, 1.145], [-0.149, -0.368, -1.496], [2.199, -1.493, -1.096], [2.082, 1.163, -2.692], [0.359, 2.170, -2.226], [4.237, -1.387, -1.597], [4.831, -2.679, -1.079], [4.763, -0.157, -0.907], [4.273, -1.333, -3.103], [2.092, -1.855, 2.954], [4.098, -1.467, 2.085], [0.522, 3.315, -2.316], [2.892, 1.906, -3.087], [1.995, -2.148, 4.078], [4.842, -1.812, 2.911], [5.901, -2.736, -1.331], [4.332, -3.534, -1.548], [4.738, -2.764, 0.008], [5.839, -0.049, -1.104], [4.635, -0.229, 0.181], [4.258, 0.747, -1.250], [5.316, -1.345, -3.452], [3.795, -0.440, -3.509], [3.776, -2.209, -3.531], [-1.199, -2.031, 2.268], [-1.731, -0.727, 2.842], [-0.594, 0.268, 3.168], [-2.780, -0.034, 1.990], [-3.891, 0.420, 2.684], [-4.783, 1.353, 2.163], [-4.563, 1.762, 0.849], [-3.475, 1.318, 0.098], [-3.144, 1.950, -1.266], [-4.240, 1.582, -2.243], [-2.974, 3.470, -1.200], [-2.577, 0.383, 0.657], [-1.542, -0.011, -0.080], [-0.630, -1.822, 1.376], [-1.961, -2.764, 2.004], [-0.465, -2.487, 2.914], [-2.260, -0.958, 3.783], [-0.260, 0.826, 2.269], [-0.951, 0.957, 3.942], [0.300, -0.207, 3.572], [-4.055, -0.015, 3.670], [-5.590, 1.759, 2.787], [-5.222, 2.514, 0.423], [-2.198, 1.524, -1.650], [-5.221, 1.920, -1.893], [-4.044, 2.004, -3.231], [-4.264, 0.495, -2.339], [-2.154, 3.756, -0.532], [-2.719, 3.851, -2.197], [-3.900, 3.951, -0.863]], "forces_ev_per_a": [[0.32, 0.29, 0.87], [0.38, 0.43, 0.63], [-0.95, -1.37, -4.63], [0.77, -0.34, -2.66], [2.29, 0.52, 1.05], [5.26, 2.49, -2.53], [-1.73, 5.37, 0.76], [0.89, 0.27, -0.40], [-0.76, -0.32, 0.06], [-0.22, 0.36, 0.16], [-0.68, -0.05, -0.33], [-2.89, -2.13, 8.89], [5.85, -2.03, 4.11], [-0.65, -4.54, 0.16], [-3.53, -3.43, 1.70], [0.69, 1.26, -5.57], [-3.40, 2.00, -4.28], [-0.26, 0.24, -0.01], [0.20, 0.01, 0.19], [0.12, -0.13, -0.05], [-0.18, -0.10, -0.04], [0.23, 0.14, -0.22], [0.24, -0.04, 0.08], [-0.14, 0.01, 0.25], [0.23, -0.10, 0.01], [0.16, 0.06, -0.03], [-0.09, 0.43, -0.38], [-0.37, -0.52, 0.38], [-0.24, 0.53, -0.26], [1.60, -0.65, 1.47], [-0.36, -0.93, 0.89], [-0.50, 0.45, -0.16], [-0.75, 0.82, -0.27], [-0.46, 2.43, -2.63], [0.51, -0.36, 0.87], [-0.87, -0.81, -0.22], [0.11, 0.48, 0.34], [3.46, -1.97, -1.66], [-3.50, 1.03, 3.40], [-0.13, 0.20, -0.37], [0.03, 0.03, 0.14], [-0.19, -0.27, 0.69], [0.39, 0.06, -0.24], [-0.27, -0.03, 0.39], [0.34, 0.17, -0.34], [-0.31, -0.26, 0.19], [-0.08, 0.32, -0.09], [0.23, -0.10, -0.38], [-0.03, -0.13, -0.09], [-0.49, 0.11, 0.31], [0.09, 0.03, -0.22], [0.06, 0.13, 0.17], [-0.24, 0.02, -0.19], [-0.18, 0.03, 0.04], [-0.25, -0.17, 0.18], [0.25, 0.06, -0.15]], "multiplicity": 1, "orbital_gap_ha": [0.11509, 0.11681], "e_homo_ev": [-19.55, -19.50], "charge": 4, "de_lowest_ev": 0.089}

=====

# 3
{"formula": "C20H26LiO12S", "method": "the ωB97M-V functional and the def2-TZVPD basis", "symbols": ["Li", "S", "O", "O", "O", "O", "C", "O", "H", "H", "H", "H", "C", "O", "H", "H", "H", "H", "C", "C", "C", "C", "C", "C", "O", "O", "H", "H", "H", "H", "H", "H", "C", "C", "C", "C", "C", "C", "O", "O", "H", "H", "H", "H", "H", "H", "C", "C", "C", "C", "C", "C", "O", "O", "H", "H", "H", "H", "H", "H"], "xyz": [[0.509, 0.021, -0.002], [0.767, -1.829, -2.586], [0.942, -1.262, -3.868], [0.634, -0.799, -1.587], [-0.437, -2.637, -2.429], [1.946, -2.660, -2.228], [-1.423, -3.350, 0.532], [-2.449, -3.913, -0.276], [-0.917, -2.428, 0.096], [-0.749, -4.066, 1.003], [-1.973, -2.891, 1.356], [-2.773, -4.458, 0.221], [-1.542, 1.521, 1.197], [-0.914, 0.214, 1.390], [-2.515, 1.376, 0.578], [-0.871, 2.222, 0.740], [-1.825, 1.874, 2.199], [-1.158, -0.064, 2.167], [3.024, 3.825, 1.440], [2.005, 3.174, 0.706], [2.269, 2.298, -0.292], [3.604, 1.740, -0.435], [4.553, 2.179, 0.476], [4.316, 3.309, 1.280], [5.254, 4.006, 2.050], [1.274, 1.779, -1.130], [2.639, 4.531, 2.070], [1.009, 3.809, 0.604], [3.773, 0.962, -0.994], [5.596, 1.649, 0.353], [6.111, 3.845, 1.792], [1.758, 1.405, -1.897], [-4.800, 0.417, -3.230], [-3.778, 0.712, -2.271], [-2.469, 0.757, -2.704], [-2.234, 0.166, -4.042], [-3.262, -0.304, -4.834], [-4.640, -0.072, -4.528], [-5.761, -0.498, -5.182], [-1.396, 1.057, -2.039], [-5.854, 0.542, -2.874], [-4.074, 0.922, -1.265], [-1.377, -0.004, -4.459], [-2.876, -0.957, -5.616], [-5.846, -0.665, -5.960], [-0.679, 0.637, -2.195], [1.149, -2.277, 2.289], [0.455, -2.433, 3.512], [0.602, -1.576, 4.521], [1.284, -0.354, 4.353], [1.807, -0.068, 3.126], [1.764, -0.999, 2.092], [2.256, -0.692, 0.806], [-0.026, -1.831, 5.680], [1.120, -2.934, 1.541], [-0.135, -3.249, 3.603], [1.313, 0.537, 5.216], [2.204, 0.881, 2.977], [2.659, -1.626, 0.451], [0.150, -1.444, 6.522]], "forces_ev_per_a": [[0.11, -0.42, -0.70], [0.43, -5.83, 0.91], [0.13, 2.04, -3.38], [-0.11, 4.54, 3.23], [-1.00, -0.47, -0.66], [0.60, 0.28, 0.41], [-0.58, 2.32, 0.32], [6.59, 9.26, -8.44], [-0.40, -1.88, -0.33], [0.31, -0.22, -0.60], [0.05, 0.14, 0.72], [-6.13, -9.73, 8.23], [-2.26, -1.43, 0.19], [1.95, 3.63, -7.15], [1.85, 0.42, 0.88], [0.31, 0.07, -0.40], [0.06, 0.20, -0.32], [-1.84, -2.72, 6.57], [0.32, -4.00, -2.52], [-2.17, 3.52, -0.72], [1.67, -2.56, -1.58], [-2.77, 5.03, 4.83], [2.27, -0.37, -1.32], [-0.45, 1.21, 1.50], [-2.99, -0.13, 0.55], [1.19, 1.00, 0.59], [0.18, 2.08, 1.69], [1.75, -1.88, 0.58], [0.85, -4.10, -3.28], [-1.96, 1.43, 0.70], [2.97, -0.80, -1.07], [-0.86, -0.35, 0.42], [-1.47, 0.20, 0.52], [-0.17, 0.36, -1.66], [-0.48, -3.07, -4.53], [-6.43, 1.63, 3.31], [-0.56, -0.05, -0.28], [2.05, -0.20, 1.63], [0.44, 3.05, 14.93], [-6.83, 6.43, 4.56], [0.95, -0.25, -0.32], [-0.04, 0.28, 0.41], [5.58, -0.83, -1.38], [-0.67, 0.31, -0.44], [-0.20, -2.79, -14.45], [7.82, -5.34, -2.21], [0.21, 5.34, 3.69], [2.23, 0.01, -3.01], [0.94, 3.45, 2.13], [-0.50, 1.65, 2.20], [-0.09, -0.92, -0.57], [-0.21, -2.07, -0.57], [1.38, -3.27, 0.53], [-2.00, -2.08, 0.28], [-0.29, -2.61, -2.86], [-1.68, -2.58, 0.61], [-0.13, -2.80, -2.28], [0.87, 1.50, -0.54], [-1.70, 3.37, 0.36], [0.95, 1.01, 0.05]], "multiplicity": 1, "orbital_gap_ha": 0.19751, "e_homo_ev": -3.52, "charge": -1, "de_lowest_ev": 3.657}

=====

# 4
{"formula": "C20H26N2O4", "method": "the ωB97M-V functional and the def2-TZVPD basis", "symbols": ["C", "N", "C", "C", "C", "N", "C", "C", "C", "H", "H", "H", "H", "H", "H", "H", "H", "H", "H", "H", "H", "H", "H", "C", "C", "C", "O", "C", "O", "C", "C", "C", "C", "C", "C", "C", "C", "C", "O", "O", "H", "H", "H", "H", "H", "H", "H", "H", "H", "H", "H", "H"], "xyz": [[2.230, -1.584, 1.015], [1.004, -2.320, 1.248], [1.190, -3.756, 1.312], [0.044, -4.461, 1.981], [-1.257, -3.922, 1.456], [-1.280, -2.470, 1.411], [-2.601, -1.874, 1.396], [-0.198, -1.752, 1.108], [-0.337, -0.254, 0.839], [2.299, -0.693, 1.650], [3.070, -2.229, 1.289], [2.306, -1.314, -0.049], [1.305, -4.140, 0.286], [2.124, -3.958, 1.842], [0.106, -5.536, 1.771], [0.096, -4.343, 3.068], [-1.402, -4.300, 0.431], [-2.101, -4.271, 2.059], [-2.720, -1.127, 2.200], [-2.796, -1.405, 0.419], [-3.345, -2.662, 1.572], [-1.155, 0.155, 1.468], [0.621, 0.235, 1.091], [-0.705, 4.930, -1.508], [-0.793, 4.583, -0.029], [-0.793, 5.854, 0.830], [-1.977, 3.808, 0.257], [-1.930, 2.445, 0.010], [-2.940, 1.789, 0.227], [-0.702, 1.837, -0.426], [-0.657, 0.344, -0.565], [0.353, -0.142, -1.604], [1.346, 0.607, -2.248], [2.453, -0.050, -2.803], [2.489, -1.439, -2.861], [1.355, -2.148, -2.446], [0.248, -1.494, -1.927], [0.484, 2.526, -0.017], [1.592, 2.020, 0.079], [0.387, 3.851, 0.383], [-0.718, 4.020, -2.126], [-1.559, 5.566, -1.768], [0.213, 5.505, -1.681], [-0.836, 5.587, 1.889], [0.137, 6.400, 0.651], [-1.636, 6.496, 0.570], [-1.676, 0.065, -0.912], [1.292, 1.687, -2.368], [3.324, 0.529, -3.110], [3.408, -1.967, -3.129], [1.349, -3.230, -2.458], [-0.712, -2.003, -1.772]], "forces_ev_per_a": [[0.63, 0.61, -0.31], [-0.37, 0.34, -0.29], [0.19, -0.56, -0.30], [0.01, -0.32, 0.54], [-0.22, -0.57, -0.36], [0.06, 0.03, -0.35], [-0.75, 0.57, -0.17], [0.09, 0.54, 0.71], [0.21, 0.07, 0.73], [-0.12, -0.16, -0.33], [-0.21, 0.11, -0.17], [0.16, 0.11, 0.34], [0.09, 0.13, 0.14], [-0.16, 0.06, -0.08], [-0.03, 0.25, 0.08], [0.01, 0.09, -0.10], [-0.15, 0.06, 0.16], [0.22, 0.14, -0.11], [0.10, -0.25, -0.46], [-0.13, -0.02, 0.46], [0.27, 0.24, -0.15], [0.58, -0.35, -0.11], [-0.53, -0.22, 0.14], [-0.11, -0.02, -0.09], [0.49, -0.48, 0.37], [-0.12, -0.51, -0.09], [0.59, 0.04, -0.08], [0.17, -0.76, -0.16], [-0.33, 0.36, 0.05], [0.31, 1.66, 0.84], [-0.44, 0.54, -1.48], [-0.86, -0.04, -0.40], [0.40, -0.25, -0.09], [-0.25, 0.02, -0.03], [0.03, -0.22, 0.76], [0.19, -0.38, -0.37], [0.56, 0.06, 0.18], [-0.41, -0.13, -0.09], [0.49, -0.11, 0.34], [-0.77, 0.10, -0.46], [0.04, 0.33, 0.17], [0.11, -0.20, -0.04], [-0.19, -0.25, -0.02], [-0.07, 0.01, -0.15], [-0.11, -0.11, -0.03], [0.03, -0.13, 0.04], [0.55, -0.13, 0.36], [0.03, -0.22, 0.72], [-0.37, -0.07, -0.17], [-0.41, 0.17, -0.12], [-0.01, -0.10, -0.43], [0.50, -0.08, 0.43]], "multiplicity": 1, "orbital_gap_ha": 0.25249, "e_homo_ev": -6.94, "charge": 0, "de_lowest_ev": 2.714}